Entry 1:
One molecule with the formula C7H8O in a non-equilibrium geometry. Source: the OMol25 dataset; level of theory: ωB97M-V with the def2-TZVPD basis set.

Properties
E_HOMO	-8.1331	eV
net charge	0
orbital gap	0.318	hartree
largest force on an atom	0.1340	hartree/bohr
SMILES	C1=C[C@@H]2CO[C@@H]2C=C1
E_LUMO	0.5121	eV

Geometry (Å):
C  -1.632  -1.015  -0.094
C  -0.144  -0.151  1.164
C  0.345  1.260  0.975
C  1.319  1.711  0.128
C  1.285  0.679  -1.043
C  0.489  -0.534  -1.150
C  -0.152  -1.068  0.070
H  -1.885  -2.221  -0.053
H  -2.260  -0.366  -0.852
H  0.185  -0.539  2.082
H  -0.080  2.119  1.699
H  1.990  2.731  0.223
H  1.570  0.827  -2.140
H  0.341  -0.986  -2.341
H  0.284  -2.165  0.081
O  -1.653  -0.283  1.251



Entry 2:
A 2-piece molecular cluster, C7H8O2S overall in a non-equilibrium geometry. Source: the OMol25 dataset; level of theory: ωB97M-V with the def2-TZVPD basis set.

Properties
E_HOMO	-8.6322	eV
net charge	0
orbital gap	0.269	hartree
largest force on an atom	0.1061	hartree/bohr
E_LUMO	-1.3043	eV

Geometry (Å):
C  1.999  0.043  1.468
C  -0.171  -0.431  -0.062
C  -0.997  -1.471  0.134
C  -2.370  -1.264  0.042
C  -2.864  0.146  -0.130
C  -1.959  1.205  0.140
C  -0.585  0.923  0.037
H  3.154  0.079  1.686
H  1.533  -0.766  2.144
H  1.307  0.987  1.288
H  -0.657  -2.485  0.261
H  -2.998  -2.148  -0.223
H  -3.989  0.493  -0.232
H  -2.197  2.183  0.302
H  0.354  2.771  -1.201
O  2.049  0.176  -1.262
O  0.437  1.904  0.088
S  1.580  -0.791  -0.275



Entry 3:
One molecule with the formula C7H8O3 in a non-equilibrium geometry. Source: the OMol25 dataset; level of theory: ωB97M-V with the def2-TZVPD basis set.

Properties
E_HOMO	-9.4708	eV
net charge	0
orbital gap	0.369	hartree
largest force on an atom	0.0879	hartree/bohr
SMILES	C[C@]12C(=O)OC[C@@]1(C)C2=O
E_LUMO	0.5614	eV

Geometry (Å):
C  0.811  1.459  0.887
C  2.444  -0.193  -0.088
C  1.088  -0.973  1.642
C  1.198  0.603  -0.242
C  0.183  0.089  0.910
C  0.915  1.007  -1.681
C  -1.240  -0.154  0.605
O  0.779  2.489  1.419
O  3.412  -0.250  -0.813
O  2.328  -1.130  0.855
H  1.173  -0.897  2.722
H  0.536  -1.829  1.284
H  -0.240  0.870  -1.861
H  1.281  0.190  -2.471
H  1.116  2.032  -1.925
H  -1.500  -1.254  0.561
H  -1.438  0.367  -0.359
H  -2.069  0.118  1.413



Entry 4:
C7H8OS2 as an isolated structure in a non-equilibrium geometry. Source: the OMol25 dataset; level of theory: ωB97M-V with the def2-TZVPD basis set.

Properties
E_HOMO (alpha / beta)	-6.8249 / -8.8327	eV
net charge	0
orbital gap (alpha / beta)	0.271 / 0.261	hartree
largest force on an atom	0.1016	hartree/bohr
2S+1	3
E_LUMO (alpha / beta)	0.5562 / -1.7254	eV
expectation value of S²	2.0332

Geometry (Å):
C  1.873  1.201  -0.372
C  2.701  -1.334  0.114
C  0.752  0.441  -0.287
C  0.802  -0.888  0.084
C  -0.794  0.826  -0.555
C  -1.595  -0.443  -0.339
C  -2.775  -0.267  0.642
O  4.523  0.661  -0.027
S  -0.560  -1.881  0.181
S  3.210  0.256  0.338
H  1.974  2.333  -0.425
H  2.973  -2.052  0.858
H  -1.074  1.731  0.076
H  -0.960  1.201  -1.626
H  -2.147  -0.687  -1.319
H  -2.206  -0.334  1.600
H  -3.282  -1.301  0.605
H  -3.416  0.536  0.455



Entry 5:
C7H9Br3N as an isolated structure in a non-equilibrium geometry. Source: the OMol25 dataset; level of theory: ωB97M-V with the def2-TZVPD basis set.

Properties
E_HOMO	-2.3581	eV
net charge	-1
orbital gap	0.176	hartree
largest force on an atom	0.1535	hartree/bohr
E_LUMO	2.4446	eV

Geometry (Å):
C  2.837  0.178  -0.756
C  2.019  -0.977  -0.566
C  1.155  -2.170  0.228
C  -0.268  -2.366  -0.562
C  -0.970  -0.980  -1.088
C  -1.989  -0.142  -0.067
N  -0.750  -0.476  -2.374
H  3.643  1.057  -0.797
H  1.802  -3.167  0.121
H  -0.984  -2.973  0.174
H  -0.109  -3.062  -1.505
H  -2.646  0.651  -0.637
H  -1.294  0.336  0.767
H  -2.725  -0.868  0.518
H  -0.092  -1.163  -2.828
C  0.131  3.332  1.874
Br  -1.777  3.696  1.781
Br  0.618  2.441  3.533
Br  0.758  2.352  0.315
H  0.642  4.301  1.870



Entry 6:
C7H9BrF2N as an isolated structure in a non-equilibrium geometry. Source: the OMol25 dataset; level of theory: ωB97M-V with the def2-TZVPD basis set.

Properties
E_HOMO	-13.0925	eV
net charge	+1
orbital gap	0.336	hartree
largest force on an atom	0.0721	hartree/bohr
E_LUMO	-3.9512	eV

Geometry (Å):
C  0.547  2.543  -0.428
C  -0.803  2.262  0.032
C  1.544  1.752  -0.690
C  -1.252  1.068  0.383
C  -0.346  -0.133  0.402
C  1.365  0.245  -0.640
C  -0.328  -2.631  0.564
N  -0.884  -1.439  -0.145
F  -2.484  0.823  0.762
F  1.006  -0.239  -1.856
Br  2.623  -0.966  0.092
H  0.707  3.574  -0.447
H  -1.528  3.003  0.246
H  2.484  2.275  -0.840
H  0.127  -0.316  1.373
H  0.014  -2.321  1.587
H  -1.004  -3.495  0.688
H  0.576  -3.039  0.209
H  -1.901  -1.366  -0.089
H  -0.463  -1.600  -1.202



Listing electronic energy for the structures above in their given order: -346.5410, -819.9791, -497.1622, -1142.8908, -8048.6510, -3100.2565 Ha.
Listing energy above the lowest of the compared OMol25 structures with the same formula, charge and spin for the structures above in their given order: 6.381, 5.623, 2.783, 0.938, 4.396, 0.343 eV.